Below is a 10-piece molecular cluster, C44H90N2O20 overall in a non-equilibrium geometry, with properties calculated with the ωB97M-V functional and the def2-TZVPD basis.

```
156
Properties=species:S:1:pos:R:3:forces:R:3
O 5.55835 2.25354 6.21262 -0.9625 -0.2179 0.3445
N 4.43494 2.05107 6.69949 1.8290 0.8760 -0.7967
O 4.25359 1.46298 7.72701 -0.5847 -0.4960 0.4809
C 3.31244 2.63273 5.96989 -0.8827 -0.3140 -0.7400
C 3.55094 3.69743 5.11083 -1.4917 0.9501 -0.6766
C 2.44849 4.24788 4.36829 0.9136 -1.1627 1.6829
C 1.18789 3.67967 4.54349 0.4600 0.0739 -0.5784
C 0.97926 2.53312 5.30851 1.2072 0.7638 0.2732
C 2.06294 2.01008 6.05193 -1.1346 0.1473 -0.8397
H 4.52586 4.15882 5.06326 0.0677 -0.1610 -0.0474
H 2.56194 5.11994 3.74153 0.2037 -0.0200 -0.0073
H 0.36491 4.11202 3.99077 -0.1543 -0.0519 0.0414
H -0.03773 2.16931 5.28934 0.1842 -0.5912 0.3853
H 1.89630 1.08026 6.57680 0.3435 0.1096 0.3776
O 3.50123 -1.99362 5.59266 -0.5142 0.9451 -1.7929
N 3.07340 -1.76399 4.44626 0.9722 -0.7475 1.3228
O 2.29851 -2.48428 3.86716 -0.8501 -0.4888 -0.1798
C 3.57462 -0.65324 3.65676 0.9964 1.7987 -0.1880
C 4.77565 -0.03950 3.99317 0.5446 -1.4204 0.9543
C 5.31594 0.98881 3.26560 -0.0750 0.7302 -0.0241
C 4.60084 1.51090 2.21545 -0.4876 -0.1623 -0.4453
C 3.39079 0.91847 1.83854 0.5090 1.0954 0.6278
C 2.87423 -0.12768 2.57692 -0.7825 -0.7726 -0.3034
H 5.36859 -0.43987 4.80458 -0.2016 -0.0329 0.2402
H 6.22188 1.48725 3.57880 0.1224 -0.2624 0.1223
H 4.95129 2.40456 1.71811 0.0338 -0.0526 -0.1858
H 2.82303 1.45968 1.09481 -0.2881 -0.5097 -0.2220
H 1.91377 -0.53535 2.29560 -0.0661 -0.0017 0.1423
C -2.31409 3.53683 -2.73570 0.5441 0.6659 0.7292
O -0.99121 3.11107 -2.34028 -0.5261 -1.0130 -0.8305
C 0.07952 3.93268 -2.76263 -0.7101 0.5282 0.5677
C 0.27670 3.96548 -4.26120 -0.6242 0.3837 -0.3760
O -0.90161 4.43153 -4.95632 0.6984 -0.3442 -0.2078
C -0.89861 3.90455 -6.27657 -0.0236 -0.7316 0.2247
H -2.31445 4.62805 -2.71090 -0.3318 0.0942 0.1438
H -3.00224 3.14257 -1.98902 0.0643 0.0961 0.0796
H -2.67931 3.26920 -3.72683 0.5407 -0.4442 -0.0970
H 0.99155 3.56457 -2.28974 0.0065 -0.3419 -0.1348
H -0.10317 4.88611 -2.25822 0.1389 0.5794 -0.6321
H 0.51082 2.94241 -4.56416 -0.0910 -0.1298 -0.1463
H 1.09952 4.60670 -4.58406 0.2941 0.0067 0.3268
H -0.02207 4.16910 -6.87212 0.0674 0.4852 0.0856
H -1.80985 4.15274 -6.81826 0.0233 0.3867 0.2578
H -0.86150 2.81334 -6.21271 -0.1179 -0.1890 -0.0325
C -8.47339 1.30253 -1.22898 0.7152 0.4755 0.0832
O -8.55186 1.58947 -2.60786 -0.5393 -0.7994 -0.3916
C -7.77700 2.66371 -3.10337 -0.4737 0.1580 1.5492
C -6.28455 2.38611 -3.09819 0.6528 -0.8696 -0.4134
O -5.68301 2.20557 -1.79186 -0.0058 -1.2693 -0.4806
C -4.82253 1.01023 -1.75703 -0.4360 1.1761 -0.4158
H -9.26444 0.63502 -0.89054 -0.1640 0.0078 -0.5207
H -8.55534 2.23856 -0.67078 0.0754 0.0203 0.2530
H -7.50676 0.84395 -1.01900 -0.0732 -0.0166 0.3392
H -7.99919 3.53558 -2.47961 0.0947 0.2933 0.0249
H -8.23810 2.83435 -4.07538 0.7393 0.1549 -0.2927
H -5.68943 3.12065 -3.64426 -0.2624 0.3976 0.0074
H -6.16994 1.46188 -3.66997 0.0949 -0.1838 0.0269
H -3.94465 1.19470 -2.37754 0.1264 -0.0186 0.0112
H -5.30834 0.11877 -2.15547 -0.3707 0.0844 0.0752
H -4.49656 0.81624 -0.73692 -0.2353 0.2577 0.0613
C -1.06611 -1.21203 4.51126 0.2616 0.3850 1.0156
O -1.85726 -2.26955 4.07349 -0.1557 -1.2350 -0.0605
C -1.05844 -3.43403 3.92386 -0.3722 -0.2313 0.0882
C -1.75410 -4.63115 3.27924 0.8276 1.0600 -0.4512
O -2.17143 -4.45030 1.93264 0.2341 -0.4440 0.1605
C -3.07998 -3.40901 1.68368 -0.7287 0.2983 0.1019
H -0.47303 -0.78113 3.70234 -0.3359 0.4044 -0.1209
H -0.34625 -1.50872 5.28120 0.1004 -0.3947 0.0788
H -1.73867 -0.54636 5.05323 0.0992 0.5511 -0.5627
H -0.78636 -3.87145 4.89016 0.2160 0.4415 0.4330
H -0.12667 -3.13045 3.44295 0.0351 -0.3508 -0.3531
H -2.50681 -5.02979 3.96242 -0.5224 0.1714 -0.2858
H -0.94439 -5.36237 3.25114 -0.1598 -0.2855 -0.2006
H -3.90602 -3.46349 2.39588 0.0057 0.3133 0.1830
H -3.54438 -3.50762 0.70082 0.2833 -0.5360 -0.1508
H -2.62724 -2.41610 1.68879 0.1428 -0.0104 0.3744
C -5.15593 8.47306 -1.92665 0.3478 -1.0453 0.1241
O -4.49049 8.23210 -0.66199 -1.3979 -0.1615 -0.3739
C -5.34855 7.53575 0.27935 0.2369 -0.3248 -0.6748
C -5.53258 6.00919 0.01822 0.9406 2.1652 -0.6629
O -4.23391 5.43803 0.04119 -0.8310 -0.2679 0.6910
C -4.27989 4.13442 0.58305 -0.0550 -0.1940 0.1302
H -6.08830 9.03808 -1.87983 0.1229 0.3557 0.5003
H -5.42955 7.53619 -2.41951 -0.0226 -0.3094 0.2070
H -4.47621 8.92183 -2.64942 0.2298 0.3713 0.5119
H -6.33091 8.01206 0.32205 -0.1565 0.0857 -0.1674
H -4.91102 7.64265 1.27144 0.3046 0.0983 -0.1388
H -5.96507 5.86532 -0.97415 -0.2641 -0.2285 0.0170
H -6.22886 5.67667 0.78997 0.1908 -0.4754 0.0948
H -4.84886 3.45603 -0.05642 0.3880 -0.1494 -0.3077
H -4.81279 4.08821 1.53709 0.1185 0.3460 0.2919
H -3.24864 3.83227 0.75948 -0.1244 -0.2644 -0.1652
C -0.49550 2.91964 0.73328 0.6640 0.9661 1.7000
O -1.20260 2.05361 1.59986 -0.2184 -0.6636 -1.0372
C -1.96046 1.08722 0.85242 0.4182 0.2311 0.4531
C -1.07906 0.01095 0.20720 -0.3491 1.2146 0.8379
O -0.37286 -0.61683 1.25668 0.0802 -1.0752 -0.8325
C 0.31876 -1.75261 0.73667 0.2697 -0.4743 1.8754
H 0.15450 3.47576 1.41428 0.1557 0.0749 0.0135
H -1.15056 3.68903 0.32316 -0.0431 -0.3609 -0.6980
H 0.19326 2.44082 0.03790 -0.5078 -0.1492 -0.3756
H -2.55943 1.59507 0.09319 0.0213 0.0365 -0.1704
H -2.63378 0.66327 1.59801 -0.0042 -0.3069 -0.1353
H -0.36145 0.48165 -0.46861 -0.0625 -0.0576 -0.3084
H -1.71638 -0.67131 -0.36016 0.0252 -0.2474 0.0060
H 1.17607 -1.47184 0.12343 -0.3326 -0.0616 -0.6095
H -0.33806 -2.55259 0.39048 -0.2360 0.5107 -0.9657
H 0.74225 -2.28309 1.59403 0.2948 0.3504 0.2657
C 2.14841 -6.24353 -4.69715 1.0624 0.5796 1.5739
O 1.21628 -6.65313 -3.67992 -0.0146 0.2683 -1.9713
C -0.06319 -6.08011 -3.91343 0.1703 0.9512 1.7107
C -0.74230 -6.04651 -2.51628 -0.3487 -0.7191 -1.2253
O 0.01298 -5.39359 -1.53329 -0.3245 0.0864 0.9537
C -0.70567 -5.26125 -0.25693 1.0988 0.5594 -1.4662
H 3.10828 -6.60936 -4.32956 0.0044 -0.5724 -0.4687
H 2.33237 -5.16710 -4.64333 -0.5550 0.2684 -0.0359
H 1.98807 -6.47044 -5.75129 -0.5371 -0.6323 0.1799
H -0.67655 -6.62363 -4.63507 -0.0174 -0.3935 0.1308
H 0.02989 -5.06332 -4.30316 0.2331 0.1570 0.0436
H -0.89539 -7.10839 -2.30215 -0.0234 -0.1037 0.5917
H -1.73580 -5.60281 -2.62619 -0.1371 0.1810 0.0286
H -0.04319 -4.74304 0.43518 0.2872 -0.2971 -0.0942
H -0.97209 -6.23059 0.16060 -0.3317 0.0603 -0.1398
H -1.51956 -4.55219 -0.40449 -0.4796 -0.5144 -0.0084
C 4.16168 -3.80595 1.26720 0.0657 0.0859 0.7841
O 5.55884 -3.59289 1.07072 -0.9042 0.1618 -0.7460
C 6.00030 -2.32074 1.49538 1.0224 -0.0322 0.3364
C 7.35124 -1.89671 0.86529 -0.9760 -1.1057 0.2580
O 8.40876 -2.79618 1.17376 -0.4802 -0.2769 -0.2820
C 8.32604 -4.05449 0.47028 -0.0868 0.4694 -0.0052
H 3.50112 -2.99523 0.94768 0.3555 0.2767 -0.6551
H 3.90455 -3.86413 2.32834 0.2967 -0.3446 0.2356
H 3.86174 -4.73355 0.78294 0.1866 0.0433 -0.0674
H 6.21016 -2.38183 2.56699 -0.2732 0.1723 0.2655
H 5.25801 -1.54179 1.30482 -0.1380 0.0587 -0.0618
H 7.55895 -0.92156 1.30572 0.3693 -0.0285 -0.0636
H 7.23146 -1.79967 -0.21647 0.1002 0.0494 -0.1713
H 7.96728 -3.89392 -0.54889 0.3627 0.1601 -0.2452
H 7.60809 -4.77436 0.86356 0.0637 0.2342 0.5764
H 9.32461 -4.48719 0.48828 -0.0238 0.0891 -0.1158
C 2.12215 -2.24325 -5.02501 -0.3961 -0.6734 -0.9241
O 1.06053 -2.64760 -4.19675 -0.3459 -0.2878 0.9805
C 1.39545 -2.62366 -2.78745 0.7051 -0.1610 -1.5875
C 2.48637 -3.59245 -2.34666 0.1430 -0.4194 1.4513
O 3.75136 -3.43288 -2.92592 0.3741 0.8075 -1.1328
C 4.80204 -4.25539 -2.43728 -1.0173 0.2173 0.0802
H 2.52394 -1.27680 -4.71818 0.4214 -0.1516 0.0831
H 1.74147 -2.16347 -6.04560 -0.4140 0.3910 0.0981
H 2.83093 -3.06498 -5.13237 0.6366 0.4755 0.4858
H 0.49533 -2.91131 -2.24693 -0.0018 0.1490 -0.0124
H 1.69750 -1.59409 -2.58079 -0.0076 0.0973 0.3825
H 2.15608 -4.63374 -2.34815 -0.1552 -0.0752 -0.4999
H 2.61261 -3.38085 -1.27754 -0.2182 0.0764 0.3751
H 4.50785 -5.29754 -2.57911 0.2787 -0.2176 0.1062
H 4.98225 -4.05043 -1.38001 0.1067 -0.1075 0.1032
H 5.69395 -4.01469 -3.01287 -0.0745 -0.0636 -0.0249
```
Positions in Å, forces in eV/Å.

Energy relative to the best compared isomer or geometry (same formula, charge and spin), kJ/mol: 0.0
Spin multiplicity: 1
Frontier orbital gap, hartree: 0.317
SMILES: O=[N+]([O-])c1ccccc1.O=[N+]([O-])c1ccccc1.COCCOC.COCCOC.COCCOC.COCCOC.COCCOC.COCCOC.COCCOC.COCCOC

These are the Mulliken partial charges, in e, on atoms 1 to 5:
1. O -0.597
2. N 1.047
3. O -0.608
4. C 0.143
5. C -0.294